(1)
This record from OMol25 describes 2 unconnected molecules or ions with the total composition C5H9FSi. The level of theory is ωB97M-V/def2-TZVPD.

Geometry as XYZ:
```
16
C5H9FSi, DFT ωB97M-V/def2-TZVPD
C -0.89 -1.37 -2.21
C -0.58 -0.33 -1.51
Si -1.25 -0.02 0.18
C -0.28 -0.75 1.57
F -2.80 -0.73 0.14
H -0.38 -1.41 -3.20
H -1.80 -1.94 -2.28
H 0.16 0.27 -1.90
H -1.49 1.34 0.33
H 0.64 -0.05 1.76
H -0.82 -0.59 2.56
H 0.10 -1.85 1.64
C 1.87 1.98 0.37
C 2.87 1.70 0.93
H 1.00 2.27 -0.05
H 3.64 1.47 1.70
```

Results
largest force on an atom: 4.5 eV/A
spin multiplicity: 1
SMILES string: C=C[Si@H](C)F.C#C
net charge: 0
frontier orbital gap: 11.343 eV
LUMO energy: 1.0 eV
highest occupied orbital energy: -10.36 eV

---

(2)
This record from OMol25 describes a molecular structure, C16H44LiO10. The level of theory is ωB97M-V/def2-TZVPD.

Geometry as XYZ:
```
71
C16H44LiO10, DFT ωB97M-V/def2-TZVPD
Li 16.35 5.93 22.68
C 18.86 6.75 22.86
C 17.95 6.78 21.68
O 16.67 7.11 22.11
H 18.64 5.88 23.48
H 18.85 7.70 23.40
H 19.84 6.51 22.45
H 17.87 5.88 21.06
H 18.35 7.58 21.06
C 16.98 4.53 24.88
C 16.42 6.00 24.73
O 15.39 6.27 23.80
H 18.03 4.54 25.15
H 17.15 3.79 24.10
H 16.32 4.09 25.63
H 17.33 6.46 24.36
H 16.31 6.39 25.75
C 21.84 4.91 23.38
C 20.46 5.39 23.98
C 19.33 4.50 23.39
O 20.39 5.42 25.32
H 21.90 4.91 22.29
H 22.19 3.98 23.83
H 22.59 5.68 23.60
H 20.05 6.34 23.63
H 19.45 3.44 23.65
H 19.30 4.52 22.31
H 18.36 4.76 23.82
H 20.15 4.54 25.63
C 18.71 9.93 21.47
C 18.35 9.60 22.93
C 18.01 10.81 23.77
O 17.39 8.62 22.95
H 17.91 10.46 20.96
H 19.17 9.07 20.98
H 19.40 10.75 21.68
H 19.17 9.06 23.41
H 17.79 10.46 24.78
H 17.13 11.38 23.49
H 18.89 11.45 23.91
H 17.60 7.88 22.37
C 15.17 7.22 19.48
C 15.62 6.01 18.58
O 16.48 6.39 17.54
O 16.17 7.78 20.21
H 14.26 6.99 20.02
H 14.92 8.03 18.78
H 14.76 5.51 18.14
H 16.13 5.24 19.14
H 17.26 6.64 18.04
H 15.90 7.60 21.11
C 16.97 9.54 26.22
C 17.47 8.09 25.96
O 17.54 7.71 24.57
O 15.84 9.88 25.39
H 17.78 10.27 26.22
H 16.52 9.67 27.21
H 16.82 7.38 26.47
H 18.43 7.83 26.41
H 17.94 6.84 24.51
H 15.76 10.82 25.21
C 19.51 6.09 20.15
C 19.63 7.60 19.72
O 19.40 7.88 18.35
O 20.36 5.13 19.45
H 18.45 5.84 20.10
H 19.70 6.02 21.22
H 20.67 7.87 19.93
H 18.97 8.24 20.31
H 18.49 8.19 18.31
H 20.06 5.13 18.53
```

Results
largest force on an atom: 13.4 eV/A
spin multiplicity: 1
net charge: -1
frontier orbital gap: 5.567 eV
LUMO energy: 2.6 eV
highest occupied orbital energy: -2.98 eV

---

(3)
This record from OMol25 describes a molecular structure, C13H21F5FeNO4S. The level of theory is ωB97M-V/def2-TZVPD.

Geometry as XYZ:
```
46
C13H21F5FeNO4S, DFT ωB97M-V/def2-TZVPD
C -2.16 1.61 2.88
O -0.89 1.21 2.37
C -0.66 1.50 1.03
C 0.04 0.31 0.33
S 1.73 0.01 0.98
O 2.58 -0.34 -0.12
O 1.63 -0.82 2.13
C 2.57 1.55 1.68
F 3.64 1.05 2.29
F 1.81 2.19 2.56
C 3.11 2.58 0.66
F 2.16 3.23 0.01
F 4.01 2.12 -0.15
F 3.79 3.60 1.46
C -0.78 -0.95 0.67
C -0.55 -2.22 -0.19
C 0.51 -3.17 0.34
C -1.88 -3.00 -0.30
N -0.13 -1.75 -1.56
O 0.80 -2.25 -2.06
C -0.60 -0.42 -2.11
C -2.13 -0.30 -2.12
C -0.06 -0.29 -3.53
C 0.10 0.61 -1.19
H -2.91 0.83 2.69
H -2.04 1.73 3.96
H -2.48 2.55 2.45
H -1.60 1.66 0.48
H -0.06 2.41 0.92
H -0.62 -1.25 1.70
H -1.82 -0.64 0.60
H 0.46 -4.13 -0.17
H 1.52 -2.77 0.27
H 0.29 -3.34 1.39
H -1.86 -3.69 -1.15
H -2.01 -3.56 0.62
H -2.74 -2.34 -0.42
H -2.61 -1.25 -2.34
H -2.53 0.09 -1.19
H -2.40 0.40 -2.91
H -0.45 0.65 -3.95
H -0.43 -1.10 -4.16
H 1.02 -0.25 -3.57
H 1.13 0.72 -1.53
H -0.40 1.56 -1.38
Fe 3.91 5.64 1.65
```

Results
largest force on an atom: 1.4 eV/A
spin multiplicity: 6
net charge: +2
frontier orbital gap (spin up / spin down): 7.327 / 7.287 eV
LUMO energy (spin up / spin down): -8.0 / -8.6 eV
highest occupied orbital energy (spin up / spin down): -15.29 / -15.86 eV

---

(4)
This record from OMol25 describes a molecular structure, C26H35N5NaNbO3. The level of theory is ωB97M-V/def2-TZVPD.

Geometry as XYZ:
```
71
C26H35N5NaNbO3, DFT ωB97M-V/def2-TZVPD
N -2.06 0.93 0.68
C -2.31 1.26 1.82
O -2.64 1.54 2.92
Na -3.33 2.53 -0.96
Nb -0.89 0.85 -1.01
N -0.84 2.86 -1.28
N -2.33 0.12 -2.15
C -0.08 3.81 -0.43
C -3.44 -0.85 -2.25
C -1.08 4.74 0.27
C 0.89 4.59 -1.32
C 0.75 3.09 0.63
C -4.30 -0.50 -3.47
C -2.90 -2.27 -2.50
C -4.25 -0.80 -0.97
H -1.75 5.27 -0.43
H -0.53 5.51 0.82
H -1.70 4.18 0.99
H 1.53 3.91 -1.89
H 1.53 5.21 -0.68
H 0.38 5.27 -2.01
H 0.16 2.49 1.33
H 1.26 3.87 1.23
H 1.54 2.46 0.18
H -4.69 0.52 -3.43
H -5.15 -1.20 -3.49
H -3.74 -0.63 -4.40
H -2.36 -2.32 -3.46
H -3.75 -2.96 -2.56
H -2.22 -2.60 -1.71
H -3.64 -0.94 -0.07
H -5.00 -1.60 -1.00
H -4.80 0.16 -0.87
C -1.46 0.25 -3.38
H -0.48 0.75 -3.14
H -1.23 -0.74 -3.80
H -1.97 0.86 -4.13
C -1.50 3.52 -2.47
H -0.76 3.68 -3.27
H -2.31 2.89 -2.90
H -1.92 4.49 -2.18
O 0.03 -2.07 -1.69
C 0.62 -1.75 -0.66
N 1.40 -2.51 0.17
C 1.87 -1.80 1.34
C 1.21 -0.44 1.12
O 1.19 0.51 1.91
N 0.54 -0.47 -0.08
C 1.39 -2.52 2.60
C 0.60 -1.89 3.55
C 0.22 -2.56 4.71
C 0.63 -3.87 4.93
C 1.42 -4.52 3.98
C 1.82 -3.84 2.83
C 3.37 -1.60 1.25
C 4.26 -1.91 2.29
C 5.63 -1.80 2.06
C 6.10 -1.35 0.83
C 5.21 -1.01 -0.19
C 3.84 -1.12 0.03
H 1.56 -3.50 -0.04
H 0.28 -0.86 3.39
H -0.40 -2.03 5.43
H 0.35 -4.38 5.84
H 1.74 -5.54 4.13
H 2.46 -4.34 2.10
H 3.88 -2.23 3.26
H 6.31 -2.07 2.86
H 7.17 -1.26 0.66
H 5.55 -0.65 -1.15
H 3.12 -0.86 -0.74
```

Results
largest force on an atom: 3.5 eV/A
spin multiplicity: 1
net charge: +2
frontier orbital gap: 4.956 eV
LUMO energy: -8.5 eV
highest occupied orbital energy: -13.45 eV

---

(5)
This record from OMol25 describes a molecular structure, C23H27CaN3O3P2S3. The level of theory is ωB97M-V/def2-TZVPD.

Geometry as XYZ:
```
62
C23H27CaN3O3P2S3, DFT ωB97M-V/def2-TZVPD
Ca -0.37 -0.78 -0.22
C 3.05 0.09 2.71
C 2.40 -0.61 1.53
O 1.49 -0.01 0.96
C 2.88 -1.93 1.12
C 4.07 -2.42 1.71
C 4.64 -3.62 1.34
C 4.00 -4.37 0.34
C 2.84 -3.95 -0.25
C 2.20 -2.72 0.13
O 1.11 -2.39 -0.41
H 2.49 1.01 2.89
H 4.09 0.34 2.50
H 3.02 -0.53 3.60
H 4.55 -1.83 2.47
H 5.55 -3.97 1.81
H 4.43 -5.32 0.02
H 2.33 -4.53 -1.01
O 0.71 -0.20 -2.24
N 1.20 -1.10 -3.07
C 2.52 -1.05 -3.32
C 3.14 -1.91 -4.19
C 2.34 -2.87 -4.82
C 1.00 -2.93 -4.54
C 0.36 -2.05 -3.62
S -1.27 -2.11 -3.18
H 3.02 -0.27 -2.76
H 4.20 -1.84 -4.36
H 2.77 -3.58 -5.51
H 0.36 -3.68 -4.99
C -0.21 2.75 3.34
P -1.17 2.09 1.92
C -2.82 1.99 2.71
C -1.37 3.65 0.94
C -1.97 3.36 -0.44
P -0.93 2.18 -1.41
C -1.97 1.95 -2.89
C 0.34 3.32 -2.09
H -0.68 3.63 3.80
H 0.80 3.02 3.02
H -0.12 1.97 4.10
H -3.05 2.90 3.28
H -2.84 1.13 3.38
H -3.57 1.82 1.95
H -0.37 4.09 0.83
H -1.98 4.38 1.49
H -2.13 4.28 -1.02
H -2.94 2.87 -0.33
H -2.29 2.90 -3.32
H -2.85 1.35 -2.62
H -1.40 1.36 -3.62
H -0.11 4.19 -2.58
H 0.94 2.77 -2.82
H 1.02 3.67 -1.31
S -1.24 -1.60 2.41
C -2.98 -1.58 2.31
C -3.66 -2.17 3.44
N -4.17 -2.63 4.37
C -3.74 -1.05 1.31
S -3.18 -0.28 -0.16
C -5.18 -1.12 1.46
N -6.33 -1.14 1.56
```

Results
largest force on an atom: 0.9 eV/A
spin multiplicity: 1
net charge: -2
frontier orbital gap: 5.464 eV
LUMO energy: 4.4 eV
highest occupied orbital energy: -1.09 eV

---

(6)
This record from OMol25 describes 2 unconnected molecules or ions with the total composition C15H25N3O6S. The level of theory is ωB97M-V/def2-TZVPD.

Geometry as XYZ:
```
50
C15H25N3O6S, DFT ωB97M-V/def2-TZVPD
C 1.47 -3.73 2.68
C 1.04 -4.32 1.26
C 2.24 -4.98 0.40
N -0.18 -4.36 0.77
C -0.73 -3.01 0.47
C -1.69 -2.56 1.67
C -1.74 -0.99 1.95
C -0.40 -0.43 2.67
C 0.02 0.98 2.01
S 1.74 1.41 2.56
C 2.98 0.35 1.73
N 3.77 -0.54 2.52
N 4.65 -1.19 1.71
C 4.37 -0.70 0.40
O 3.34 0.26 0.36
O 0.27 -2.03 0.08
C -0.13 -1.41 -1.15
O -0.92 -0.46 -1.24
H 2.33 -2.97 2.62
H 0.62 -3.29 3.29
H 1.89 -4.62 3.28
H 2.39 -4.46 -0.60
H 1.96 -6.09 0.30
H 3.21 -4.98 1.02
H -1.42 -3.15 -0.45
H -2.75 -2.92 1.40
H -1.41 -3.10 2.64
H -2.58 -0.82 2.72
H -2.04 -0.36 1.04
H -0.61 -0.21 3.78
H 0.40 -1.21 2.52
H -0.67 1.77 2.48
H -0.16 1.04 0.89
H 4.98 -1.10 -0.48
H 0.35 -1.81 -2.12
C -0.95 2.26 -2.54
C -2.24 2.90 -2.05
O -2.10 4.32 -1.94
C -2.15 5.00 -3.10
O -2.30 4.52 -4.20
O -1.96 6.30 -2.83
C -1.89 7.13 -3.99
H -0.11 2.55 -1.90
H -1.04 1.17 -2.53
H -0.71 2.58 -3.55
H -2.47 2.53 -1.05
H -3.08 2.64 -2.70
H -2.76 6.98 -4.63
H -0.97 6.93 -4.53
H -1.88 8.17 -3.66
```

Results
largest force on an atom: 6.0 eV/A
spin multiplicity: 1
SMILES string: CC(C)=N[C@@H](CCCCSc1nnco1)OC=O.CCOC(=O)OC
net charge: 0
frontier orbital gap: 8.273 eV
LUMO energy: 0.0 eV
highest occupied orbital energy: -8.26 eV

---

(7)
This record from OMol25 describes a single C5H7N molecule. The level of theory is ωB97M-V/def2-TZVPD.

Geometry as XYZ:
```
13
C5H7N, DFT ωB97M-V/def2-TZVPD
N 2.24 -0.75 1.74
C 1.93 -0.29 0.72
C 1.27 0.28 -0.45
C -0.17 0.55 0.01
C -1.05 -0.51 0.62
C -1.39 0.10 -0.73
H 1.34 -0.45 -1.28
H 1.83 1.16 -0.81
H -0.34 1.48 0.54
H -1.52 -0.26 1.57
H -0.77 -1.57 0.59
H -1.20 -0.57 -1.57
H -2.18 0.82 -0.94
```

Results
largest force on an atom: 1.1 eV/A
spin multiplicity: 1
SMILES string: N#CCC1CC1
net charge: 0
frontier orbital gap: 11.870 eV
LUMO energy: 1.0 eV
highest occupied orbital energy: -10.89 eV

---

(8)
This record from OMol25 describes 4 unconnected molecules or ions with the total composition C21H29ClN6. The level of theory is ωB97M-V/def2-TZVPD.

Geometry as XYZ:
```
57
C21H29ClN6, DFT ωB97M-V/def2-TZVPD
N 2.52 0.84 0.42
C 1.53 1.33 0.73
C 0.44 2.27 1.00
C -0.86 1.93 0.22
Cl -2.03 1.15 1.35
C -1.45 3.22 -0.17
N -1.76 4.26 -0.58
C -0.63 1.12 -1.07
C -0.56 -0.41 -0.89
C 0.59 -1.06 -1.67
C 0.70 -0.55 -3.12
C 1.84 0.47 -3.32
N 1.40 1.65 -4.09
H 0.25 2.25 2.07
H 0.73 3.28 0.72
H 0.27 1.52 -1.55
H -1.46 1.36 -1.73
H -0.55 -0.72 0.15
H -1.47 -0.82 -1.31
H 1.52 -0.93 -1.12
H 0.43 -2.14 -1.71
H 0.92 -1.38 -3.79
H -0.26 -0.14 -3.44
H 2.19 0.75 -2.32
H 2.68 0.00 -3.84
H 0.43 1.82 -3.89
H 1.89 2.47 -3.74
C 4.18 2.83 5.21
C 3.45 4.05 5.08
C 2.85 4.04 3.86
N 3.18 2.87 3.23
C 3.98 2.12 4.05
H 4.77 2.51 6.05
H 3.39 4.84 5.81
H 2.22 4.77 3.38
H 2.88 2.60 2.31
H 4.35 1.16 3.74
C -5.62 -1.42 4.44
C -6.17 -0.11 4.47
C -5.23 0.73 3.94
N -4.13 -0.01 3.60
C -4.36 -1.33 3.90
H -6.09 -2.33 4.78
H -7.14 0.17 4.83
H -5.24 1.80 3.79
H -3.29 0.35 3.20
H -3.62 -2.08 3.70
C -0.50 -5.46 -4.73
C 0.40 -5.29 -5.82
C 1.59 -4.88 -5.30
N 1.45 -4.79 -3.94
C 0.18 -5.14 -3.59
H -1.53 -5.77 -4.79
H 0.19 -5.45 -6.87
H 2.53 -4.64 -5.78
H 2.17 -4.50 -3.31
H -0.13 -5.14 -2.56
```

Results
largest force on an atom: 1.1 eV/A
spin multiplicity: 1
SMILES string: N#CC[C@@](Cl)(C#N)CCCCCN.c1cc[nH]c1.c1cc[nH]c1.c1cc[nH]c1
net charge: 0
frontier orbital gap: 8.471 eV
LUMO energy: 0.1 eV
highest occupied orbital energy: -8.40 eV

---

| no. | E (eV) |
| --- | --- |
| 1 | -15923.922 |
| 2 | -37954.911 |
| 3 | -82289.107 |
| 4 | -47077.802 |
| 5 | -104429.127 |
| 6 | -43544.558 |
| 7 | -6787.190 |
| 8 | -43708.292 |